(1)
{"formula": "C19H54N3O10Zn", "method": "ωB97M-V/def2-TZVPD", "e_tot_ev": -93935.4709, "gap_ha": 0.270, "total_charge": 1, "lumo_energy_ev": -4.1, "e_homo_ev": -11.50, "symbols": ["Zn", "O", "C", "O", "O", "H", "C", "C", "C", "O", "H", "H", "H", "H", "H", "H", "H", "H", "C", "C", "C", "O", "C", "N", "H", "H", "H", "H", "H", "H", "H", "H", "H", "H", "H", "C", "C", "C", "O", "C", "N", "H", "H", "H", "H", "H", "H", "H", "H", "H", "H", "H", "C", "C", "C", "O", "C", "N", "H", "H", "H", "H", "H", "H", "H", "H", "H", "H", "H", "C", "O", "H", "H", "H", "H", "C", "O", "H", "H", "H", "H", "C", "O", "H", "H", "H", "H"], "positions_angstrom": [[-18.0072, -9.2166, 20.4962], [-20.4334, -9.3271, 23.3881], [-19.5790, -9.4003, 22.3720], [-19.9874, -9.2514, 21.1751], [-18.3219, -9.4398, 22.5186], [-21.2789, -9.2171, 22.8832], [-21.7226, -12.9209, 21.7822], [-21.2386, -14.3408, 22.0438], [-19.7515, -14.4733, 21.7631], [-21.4329, -14.7104, 23.4171], [-22.7111, -12.6496, 22.1530], [-21.6840, -12.7666, 20.6975], [-21.0429, -12.1823, 22.2149], [-21.6891, -15.1129, 21.4119], [-19.4472, -15.5131, 21.8875], [-19.1234, -13.8599, 22.4082], [-19.5569, -14.2205, 20.7163], [-22.3788, -14.6806, 23.6042], [-21.1112, -6.5005, 19.3120], [-20.7734, -6.6122, 17.8359], [-19.5230, -5.8637, 17.4881], [-19.4746, -5.6700, 16.0966], [-18.4338, -4.7987, 15.6932], [-20.8001, -8.0103, 17.3212], [-20.3502, -6.9540, 19.9493], [-22.0458, -6.9977, 19.6020], [-21.3921, -5.4673, 19.5226], [-21.5657, -6.0905, 17.2812], [-18.6121, -6.3577, 17.8711], [-19.5375, -4.8784, 17.9733], [-18.3895, -4.8124, 14.6103], [-17.4880, -5.0862, 16.1610], [-18.6472, -3.7763, 16.0252], [-20.7632, -7.9055, 16.3051], [-21.7538, -8.3357, 17.4677], [-22.8252, -6.3428, 22.7384], [-24.0756, -7.0633, 22.2812], [-24.1665, -8.4431, 22.9702], [-23.1768, -9.3824, 22.5373], [-23.3287, -9.7783, 21.1794], [-25.2126, -6.2109, 22.6560], [-21.9105, -6.9272, 22.6032], [-22.9250, -6.0568, 23.7868], [-22.6830, -5.4199, 22.1744], [-24.0982, -7.1892, 21.1971], [-25.1465, -8.9273, 22.9041], [-23.9118, -8.3095, 24.0242], [-23.4265, -8.9491, 20.4739], [-24.2618, -10.3523, 21.1627], [-22.5093, -10.3813, 20.7988], [-26.0979, -6.6844, 22.4670], [-25.2224, -6.1653, 23.6773], [-19.3372, -11.4150, 17.1367], [-18.9347, -10.9112, 18.5114], [-17.7514, -11.7223, 19.0714], [-17.3906, -11.1358, 20.3308], [-16.5212, -11.9389, 21.1271], [-18.5205, -9.4958, 18.5133], [-19.7561, -12.4202, 17.1545], [-18.5256, -11.3635, 16.4098], [-20.1510, -10.7748, 16.7883], [-19.7706, -11.0786, 19.1927], [-16.8760, -11.6991, 18.4139], [-18.0268, -12.7688, 19.2102], [-17.1009, -12.6358, 21.7331], [-15.9957, -11.3498, 21.8866], [-15.7202, -12.4074, 20.5569], [-17.7470, -9.3987, 17.8499], [-19.2565, -8.9028, 18.0686], [-19.4218, -12.0422, 24.7356], [-19.6803, -13.3270, 25.2468], [-18.4879, -11.6016, 25.0827], [-19.3613, -12.0953, 23.6337], [-20.2434, -11.3593, 24.9886], [-20.5026, -13.6143, 24.8162], [-15.5268, -8.3306, 24.2243], [-15.9034, -9.6727, 23.9738], [-15.3448, -7.7724, 23.2941], [-16.2721, -7.8024, 24.8230], [-14.5741, -8.3643, 24.7511], [-16.7352, -9.6658, 23.4807], [-19.6446, -8.3867, 26.6048], [-18.7292, -8.9017, 25.6509], [-19.5966, -9.0140, 27.4978], [-19.3936, -7.3610, 26.8955], [-20.6824, -8.3495, 26.2592], [-19.2280, -9.0138, 24.8363]]}



(2)
{"formula": "C19H54N4O5P3", "method": "ωB97M-V/def2-TZVPD", "e_tot_ev": -64636.4224, "gap_ha": 0.280, "total_charge": 1, "lumo_energy_ev": -3.0, "e_homo_ev": -10.64, "symbols": ["C", "C", "P", "C", "P", "N", "C", "C", "C", "O", "P", "C", "O", "H", "H", "H", "H", "H", "H", "H", "H", "H", "H", "H", "H", "H", "H", "H", "H", "H", "H", "H", "H", "H", "C", "C", "C", "O", "C", "N", "H", "H", "H", "H", "H", "H", "H", "H", "H", "H", "H", "C", "C", "C", "O", "C", "N", "H", "H", "H", "H", "H", "H", "H", "H", "H", "H", "H", "C", "C", "C", "O", "C", "N", "H", "H", "H", "H", "H", "H", "H", "H", "H", "H", "H"], "positions_angstrom": [[6.0164, 2.4986, -4.5453], [5.5959, 1.0298, -4.4310], [4.0537, 0.5131, -5.2728], [4.2856, 1.2533, -6.9364], [2.4092, 1.6705, -4.4144], [1.4690, 0.5025, -3.6790], [2.7823, 2.8421, -3.0990], [3.5324, 2.2460, -1.8764], [2.6115, 2.2111, -0.6675], [1.4223, 1.4795, -0.9469], [1.3109, 2.5338, -6.1310], [-0.3874, 2.6400, -5.4478], [1.8011, 4.0942, -6.1530], [5.1842, 3.1640, -4.3269], [6.3950, 2.7233, -5.5379], [6.7906, 2.7133, -3.8116], [5.6019, 0.6841, -3.4010], [6.3359, 0.4122, -4.9480], [3.6091, 0.7685, -7.6318], [4.1470, 2.3304, -6.9704], [5.3084, 1.0052, -7.2179], [1.0124, -0.0902, -4.3684], [0.7667, 0.9349, -3.0789], [1.8219, 3.2292, -2.7453], [3.3192, 3.6933, -3.5161], [3.8711, 1.2290, -2.0725], [4.4038, 2.8551, -1.6425], [2.3186, 3.2127, -0.3592], [3.1322, 1.7468, 0.1736], [1.6570, 0.5517, -0.9052], [-0.6551, 3.6885, -5.3347], [-1.0444, 2.1934, -6.1898], [-0.5293, 2.1367, -4.4937], [2.0898, 4.4474, -5.3093], [1.2335, -0.3079, 2.2059], [2.5023, -1.0259, 1.7547], [2.7418, -2.3718, 2.4487], [3.2177, -2.2649, 3.7700], [2.2304, -2.0795, 4.7694], [3.6477, -0.1165, 1.8962], [1.3634, 0.1507, 3.1859], [0.9773, 0.4908, 1.5089], [0.3839, -0.9904, 2.2559], [2.3933, -1.2506, 0.6854], [3.5242, -2.9041, 1.9006], [1.8373, -2.9935, 2.4156], [1.3132, -2.6230, 4.5242], [1.9928, -1.0238, 4.9198], [2.6340, -2.4752, 5.6994], [4.4737, -0.5523, 1.4953], [3.8642, -0.0377, 2.8863], [-4.0775, 0.5417, -1.6193], [-2.6560, 0.0011, -1.5214], [-2.4550, -1.0465, -0.4180], [-2.3728, -0.5188, 0.8847], [-3.6141, -0.2695, 1.5328], [-1.7235, 1.1256, -1.3829], [-4.2905, 1.2508, -0.8200], [-4.2152, 1.0671, -2.5638], [-4.8120, -0.2630, -1.5674], [-2.4296, -0.5048, -2.4672], [-1.4907, -1.5370, -0.5903], [-3.2299, -1.8228, -0.4717], [-4.3612, -1.0198, 1.2565], [-3.9969, 0.7262, 1.2952], [-3.4505, -0.3265, 2.6052], [-0.7695, 0.7799, -1.4093], [-1.8180, 1.4919, -0.4392], [-6.4293, -2.1608, 4.5783], [-4.9879, -2.6567, 4.6143], [-4.7253, -3.7362, 5.6710], [-4.6404, -3.2539, 6.9943], [-5.8744, -3.0837, 7.6668], [-4.0914, -1.5052, 4.7580], [-6.6416, -1.4860, 5.4074], [-6.6126, -1.6078, 3.6573], [-7.1359, -2.9909, 4.6225], [-4.7730, -3.1188, 3.6448], [-3.7498, -4.1845, 5.4638], [-5.4742, -4.5366, 5.6051], [-6.5950, -3.8527, 7.3726], [-6.3085, -2.0977, 7.4839], [-5.6779, -3.1782, 8.7334], [-3.1287, -1.8199, 4.6714], [-4.1607, -1.1744, 5.7169]]}